{"formula": "H4NO2PS", "method": "the ωB97M-V functional and the def2-TZVPD basis", "elements": ["N", "P", "O", "O", "S", "H", "H", "H", "H"], "coordinates": [[-0.731, -0.754, 0.833], [0.400, 0.215, 0.037], [-0.353, 1.686, 0.184], [0.056, -0.045, -1.488], [2.937, -0.438, 0.232], [-0.445, -1.613, 1.242], [-1.511, -0.788, 0.183], [-1.060, 1.533, 0.842], [0.705, 0.203, -2.065]], "multiplicity": 1, "charge": 0, "max_force_ev_per_a": 3.94, "total_energy_ha": -947.1691, "smiles": "NP(O)(O)=S", "orbital_gap_ev": 7.500, "homo_ev": -8.57, "relative_energy_kj_mol": 260.30, "lumo_energy_ha": -0.0392}